{"formula": "C43H63BrCrN2O5P", "method": "ωB97M-V/def2-TZVPD", "species": ["Cr", "O", "C", "C", "C", "C", "C", "C", "N", "H", "H", "H", "H", "H", "H", "H", "Br", "C", "C", "C", "C", "C", "C", "C", "O", "O", "H", "H", "H", "H", "C", "N", "C", "C", "C", "C", "C", "C", "C", "C", "H", "H", "H", "H", "H", "H", "H", "H", "H", "H", "H", "H", "O", "P", "C", "C", "C", "C", "C", "C", "C", "C", "C", "C", "C", "C", "C", "C", "C", "C", "C", "C", "H", "H", "H", "H", "H", "H", "H", "H", "H", "H", "H", "H", "H", "H", "H", "H", "H", "H", "H", "H", "H", "H", "H", "H", "H", "H", "H", "H", "H", "H", "H", "H", "H", "C", "C", "C", "O", "H", "H", "H", "H", "H", "H", "H"], "positions_angstrom": [[0.36634, -0.94135, -0.80920], [-2.08240, -3.52696, -0.44025], [-1.85581, -3.23547, -1.79485], [-2.29731, -1.83268, -2.12880], [-3.40204, -1.62118, -2.95272], [-3.82901, -0.34523, -3.21308], [-3.15172, 0.69928, -2.62842], [-2.05889, 0.41324, -1.82030], [-1.61865, -0.81821, -1.58728], [-1.31443, -3.11362, 0.09989], [-2.44812, -3.92678, -2.39348], [-0.80513, -3.35431, -2.07327], [-3.91770, -2.47839, -3.37178], [-4.68910, -0.16704, -3.85397], [-3.44164, 1.72938, -2.79013], [-1.49222, 1.19941, -1.34268], [8.15964, -4.43451, -2.25782], [6.44865, -3.69338, -1.90435], [6.36279, -2.45380, -1.32007], [5.09646, -1.92202, -1.06110], [3.96234, -2.61426, -1.39899], [4.06910, -3.84738, -1.98787], [5.32315, -4.40941, -2.24013], [2.59490, -1.99367, -1.16073], [2.50952, -1.03616, -0.35641], [1.61349, -2.44224, -1.77374], [7.26134, -1.90493, -1.07610], [4.98145, -0.94743, -0.59759], [3.15525, -4.37251, -2.24953], [5.41725, -5.38636, -2.69643], [2.00842, -0.10976, -6.15644], [1.20160, -0.99146, -5.33918], [2.03668, -1.98128, -4.67269], [0.23134, -0.32867, -4.44280], [0.71030, 0.82056, -3.55826], [0.89044, 2.08590, -4.14675], [1.32042, 3.18259, -3.40644], [1.56752, 3.01092, -2.04274], [1.33723, 1.76604, -1.46479], [0.87802, 0.62518, -2.17020], [2.61958, -0.72006, -6.82800], [2.68331, 0.53709, -5.57666], [1.37275, 0.53323, -6.77368], [2.52806, -2.60300, -5.42865], [1.43254, -2.62144, -4.02893], [2.82069, -1.53326, -4.04019], [-0.16333, -1.10952, -3.79187], [-0.59497, 0.02366, -5.07235], [0.66749, 2.22232, -5.20409], [1.45995, 4.14759, -3.88367], [1.92088, 3.84408, -1.43671], [1.50754, 1.66654, -0.39851], [-0.70963, 0.76332, 0.97326], [-1.06856, 1.53816, 2.20526], [0.29784, 1.63219, 3.43494], [1.19935, 0.35935, 3.28938], [2.69374, 0.69650, 3.29547], [3.05431, 1.66989, 2.16605], [2.07232, 2.87163, 2.09961], [1.15202, 2.91429, 3.32140], [-1.44542, 3.26416, 1.76769], [-2.30745, 3.35131, 0.48971], [-2.85018, 4.77169, 0.33865], [-3.83238, 5.12011, 1.48024], [-3.52043, 4.33782, 2.77144], [-2.01465, 4.12906, 2.92798], [-2.46343, 0.89958, 3.17683], [-2.04181, -0.31146, 4.08436], [-2.85172, -1.57793, 3.78862], [-2.81463, -1.85374, 2.28716], [-3.53578, -0.73411, 1.49632], [-3.71009, 0.54265, 2.33632], [-0.18830, 1.63186, 4.41487], [0.97447, -0.16526, 2.35681], [0.98159, -0.33351, 4.09872], [3.25450, -0.23231, 3.16901], [2.98454, 1.11341, 4.26519], [3.03757, 1.11898, 1.22267], [4.07685, 2.02998, 2.30732], [1.45587, 2.79144, 1.20301], [2.61873, 3.81204, 2.01595], [0.52599, 3.80707, 3.30207], [1.75742, 2.99694, 4.22786], [-0.46706, 3.65757, 1.49246], [-3.14191, 2.64267, 0.51035], [-1.69589, 3.07912, -0.36996], [-3.33837, 4.88435, -0.63118], [-2.00559, 5.47007, 0.34751], [-4.85842, 4.90917, 1.16523], [-3.78448, 6.19453, 1.68773], [-4.01975, 3.36471, 2.74887], [-3.91688, 4.87117, 3.63848], [-1.79026, 3.68536, 3.90242], [-1.52430, 5.10994, 2.92569], [-2.72015, 1.74506, 3.82030], [-2.12799, -0.03193, 5.13533], [-0.99626, -0.57501, 3.91079], [-3.88414, -1.47115, 4.14177], [-2.41321, -2.41134, 4.34190], [-3.25170, -2.82424, 2.04948], [-1.76726, -1.89857, 1.97231], [-4.52487, -1.06824, 1.16997], [-2.96189, -0.50361, 0.59945], [-4.53742, 0.40834, 3.03630], [-3.99929, 1.37239, 1.69173], [0.81433, -4.66467, 0.36866], [0.84889, -3.35873, 1.17306], [0.48260, -3.66309, 2.62574], [-0.00437, -2.37553, 0.65048], [1.62978, -5.33398, 0.68052], [0.92849, -4.44655, -0.69655], [-0.14075, -5.18116, 0.51455], [1.88941, -3.00950, 1.16979], [-0.57232, -3.96767, 2.67025], [0.61381, -2.77806, 3.25219], [1.10057, -4.47577, 3.03496]], "atomic_forces_ev_per_a": [[-0.08, 0.04, 0.71], [0.24, 0.15, 0.27], [-0.07, 0.07, 0.28], [-0.31, -0.33, -0.25], [0.18, -0.67, 0.17], [-0.45, 0.22, -0.31], [0.36, 0.38, 0.36], [-0.24, 0.63, -0.13], [-0.41, -0.25, -0.06], [-0.21, -0.03, -0.41], [-0.01, -0.12, -0.09], [0.19, 0.00, 0.02], [0.08, 0.04, 0.05], [0.12, -0.01, 0.06], [0.02, -0.01, 0.03], [-0.02, 0.01, -0.05], [0.14, -0.07, -0.03], [0.16, -0.16, -0.06], [-0.36, 0.64, 0.29], [1.00, 0.43, 0.23], [-0.93, 0.47, 0.11], [0.23, -0.98, -0.45], [-0.68, -0.17, -0.08], [0.89, -0.08, 0.15], [0.13, 0.31, 0.39], [0.10, -1.00, -0.62], [-0.01, 0.04, 0.04], [0.07, -0.08, -0.03], [0.14, 0.01, -0.02], [-0.05, 0.03, 0.01], [-0.18, -0.02, -0.02], [0.00, -0.14, 0.16], [-0.04, 0.13, -0.03], [0.18, 0.11, -0.12], [-0.06, 0.06, 0.07], [0.02, -0.06, 0.14], [-0.03, -0.24, 0.09], [-0.08, -0.14, -0.15], [-0.02, -0.06, -0.27], [0.20, 0.64, -0.03], [-0.03, 0.03, 0.02], [0.02, 0.01, 0.03], [0.00, -0.02, 0.06], [0.00, 0.06, -0.01], [0.08, 0.11, -0.12], [-0.05, -0.02, 0.00], [-0.01, 0.00, -0.05], [0.01, 0.05, -0.05], [0.06, -0.04, 0.06], [-0.02, -0.04, 0.02], [-0.04, -0.06, -0.06], [0.01, -0.04, 0.02], [-0.16, 0.19, 0.28], [0.36, -0.18, -0.47], [0.33, -0.03, -0.09], [0.16, 0.28, -0.03], [-0.11, 0.03, -0.10], [-0.17, 0.04, 0.06], [0.03, -0.24, 0.16], [0.05, -0.15, -0.03], [-0.30, 0.19, 0.01], [-0.08, 0.12, 0.07], [-0.04, -0.05, 0.14], [0.10, -0.03, 0.00], [0.04, 0.05, -0.12], [-0.02, -0.04, -0.19], [-0.20, -0.42, 0.09], [-0.11, 0.01, -0.29], [-0.05, 0.11, -0.09], [-0.08, 0.22, -0.01], [0.13, -0.03, 0.19], [0.19, -0.14, -0.02], [0.04, -0.02, 0.05], [-0.06, 0.01, -0.02], [0.01, -0.08, 0.10], [0.02, 0.03, 0.01], [0.00, -0.01, 0.01], [-0.02, 0.03, -0.02], [-0.02, -0.02, -0.01], [0.02, 0.01, -0.04], [0.03, 0.04, 0.00], [0.01, -0.01, 0.03], [0.01, 0.01, 0.03], [0.05, 0.06, -0.05], [0.09, 0.07, -0.02], [0.04, 0.00, 0.04], [-0.01, 0.05, 0.02], [-0.04, -0.04, -0.01], [0.04, 0.00, 0.03], [-0.02, -0.07, -0.03], [0.02, 0.03, -0.01], [-0.03, -0.02, -0.01], [0.02, 0.01, -0.04], [-0.01, -0.06, -0.01], [-0.06, -0.02, 0.10], [0.00, 0.05, 0.06], [-0.11, 0.05, 0.00], [0.03, -0.02, 0.02], [0.01, -0.02, 0.00], [0.00, 0.01, -0.01], [-0.06, 0.01, -0.02], [0.01, 0.01, 0.01], [-0.02, -0.03, 0.04], [-0.06, -0.01, 0.06], [-0.01, 0.01, 0.01], [0.02, -0.07, -0.10], [-0.10, 0.08, -0.15], [-0.11, -0.08, 0.07], [-0.13, -0.20, 0.00], [-0.15, 0.09, -0.03], [0.02, -0.04, 0.13], [0.06, 0.03, -0.02], [0.11, 0.15, -0.04], [0.15, 0.02, 0.04], [-0.03, 0.04, 0.01], [-0.10, 0.15, -0.07]], "lowdin_spin": [3.7500, 0.0009, 0.0061, 0.0166, -0.0019, 0.0138, -0.0009, 0.0198, 0.0159, 0.0014, 0.0004, 0.0025, -0.0004, 0.0010, -0.0004, 0.0024, 0.0002, 0.0009, 0.0000, 0.0015, 0.0012, 0.0016, -0.0001, 0.0167, 0.0121, 0.0428, 0.0000, 0.0002, 0.0004, 0.0000, 0.0001, 0.0007, 0.0001, 0.0033, 0.0058, -0.0027, 0.0115, -0.0005, 0.0125, -0.0182, 0.0000, 0.0000, 0.0000, 0.0000, 0.0001, 0.0001, 0.0021, 0.0004, -0.0006, 0.0009, -0.0005, 0.0024, 0.0323, 0.0036, 0.0002, 0.0003, 0.0000, 0.0000, -0.0001, 0.0000, 0.0008, 0.0002, 0.0000, 0.0000, 0.0000, 0.0003, 0.0007, 0.0000, 0.0000, 0.0000, 0.0002, 0.0000, 0.0001, 0.0006, 0.0000, 0.0000, 0.0000, 0.0000, 0.0000, -0.0001, 0.0000, 0.0000, 0.0000, 0.0000, 0.0000, 0.0000, 0.0000, 0.0000, 0.0000, 0.0000, 0.0000, 0.0000, 0.0000, 0.0000, 0.0002, 0.0000, 0.0000, 0.0000, 0.0000, 0.0000, 0.0000, 0.0000, 0.0003, 0.0000, 0.0000, 0.0011, 0.0037, -0.0004, 0.0329, 0.0002, 0.0001, 0.0001, 0.0002, 0.0000, 0.0000, -0.0001], "multiplicity": 5, "charge": -1, "relative_energy_kcal_mol": 0.00, "total_energy_ha": -6122.03757, "homo_ha": [-0.1243, -0.1838]}